(1)
Below is C18H22IrNO2Te as an isolated structure, with properties calculated with ωB97M-V with the def2-TZVPD basis set.

```
45
C18H22IrNO2Te | the Open Molecules 2025 dataset | ωB97M-V with the def2-TZVPD basis set
Ir -0.160 2.743 2.534
C -4.136 2.764 -1.179
C -2.935 2.100 -0.450
C -3.392 0.911 0.383
C -2.233 3.169 0.310
C -2.323 3.285 1.728
C -1.748 4.399 2.374
C -1.024 5.395 1.636
C -0.459 6.584 2.311
C -0.894 5.217 0.237
C -1.489 4.160 -0.398
H -4.623 2.006 -1.791
H -3.829 3.581 -1.831
H -4.859 3.142 -0.457
H -2.242 1.764 -1.232
H -4.182 1.188 1.084
H -2.572 0.452 0.941
H -3.811 0.150 -0.273
H -3.007 2.643 2.266
H -2.003 4.610 3.406
H 0.630 6.606 2.194
H -0.707 6.628 3.368
H -0.821 7.492 1.818
H -0.342 5.954 -0.334
H -1.407 4.066 -1.475
C -0.137 0.775 5.133
C -0.202 2.017 4.357
O -0.288 3.193 4.626
H -0.443 0.970 6.161
H 0.902 0.432 5.116
H -0.753 0.009 4.665
O 0.818 0.863 0.490
N 0.418 1.836 0.930
Te 3.319 -5.459 -3.135
C 4.051 -7.268 -3.691
C 4.174 -7.564 -5.063
C 4.673 -8.793 -5.434
C 5.045 -9.717 -4.457
C 4.922 -9.421 -3.099
C 4.426 -8.199 -2.703
H 3.886 -6.845 -5.820
H 4.776 -9.040 -6.481
H 5.436 -10.680 -4.758
H 5.216 -10.150 -2.357
H 4.330 -7.967 -1.650
```

Values from the calculation:
energy relative to the best compared isomer or geometry (same formula, charge and spin)	0.592	eV
expectation value of S²	8.80
HOMO level (alpha / beta)	-14.95 / -14.64	eV
total energy	-1275.409901	Ha
strongest force on any atom	3.1	eV Å⁻¹
total charge	+3
Kohn-Sham gap (alpha / beta)	5.2166 / 2.8375	eV
spin multiplicity	6


(2)
Below is C18H22N2O2 in the gas phase, with properties calculated with ωB97M-V with the def2-TZVPD basis set.

```
44
C18H22N2O2 | the Open Molecules 2025 dataset | ωB97M-V with the def2-TZVPD basis set
C 0.290 5.035 -3.995
C 0.646 3.684 -3.393
O 1.250 3.919 -2.140
C 1.652 2.847 -1.394
C 1.529 1.516 -1.767
C 1.966 0.506 -0.923
C 2.536 0.795 0.312
C 2.658 2.139 0.676
C 2.229 3.144 -0.158
H 2.321 4.179 0.129
H 3.094 2.388 1.633
N 3.048 -0.185 1.162
H 3.146 0.163 2.107
C 2.485 -1.516 1.133
H 2.669 -1.969 0.156
C 0.984 -1.478 1.462
O 0.551 -0.769 2.343
N 0.219 -2.264 0.663
C -1.187 -2.401 0.757
C -1.719 -3.679 0.889
C -3.082 -3.868 0.980
C -3.944 -2.778 0.942
C -3.401 -1.512 0.784
C -2.033 -1.293 0.677
C -1.506 0.089 0.464
H -2.303 0.758 0.150
H -1.071 0.469 1.388
H -0.717 0.095 -0.288
H -4.064 -0.660 0.732
C -5.426 -2.979 1.037
H -5.934 -2.042 1.248
H -5.666 -3.694 1.822
H -5.812 -3.375 0.097
H -3.481 -4.866 1.089
H -1.050 -4.528 0.928
H 0.688 -2.974 0.118
H 2.996 -2.115 1.892
H 1.854 -0.515 -1.254
H 1.089 1.241 -2.713
H -0.262 3.076 -3.268
H 1.339 3.146 -4.055
H -0.180 4.897 -4.965
H -0.393 5.565 -3.337
H 1.189 5.634 -4.115
```

Values from the calculation:
energy relative to the best compared isomer or geometry (same formula, charge and spin)	1.489	eV
HOMO level	-7.48	eV
total energy	-959.115488	Ha
strongest force on any atom	0.6	eV Å⁻¹
Kohn-Sham gap	8.1719	eV
spin multiplicity	1
SMILES string	CCOc1ccc(NCC(=O)Nc2ccc(C)cc2C)cc1


(3)
Below is C18H22N2O2 in the gas phase, with properties calculated with ωB97M-V with the def2-TZVPD basis set.

```
44
C18H22N2O2 | the Open Molecules 2025 dataset | ωB97M-V with the def2-TZVPD basis set
C -0.169 4.641 1.838
H -1.065 5.043 1.369
H 0.276 5.420 2.453
H -0.464 3.814 2.479
C 0.815 4.177 0.762
N 0.331 3.025 0.008
H -0.682 2.998 0.038
C 0.864 1.733 0.362
C 0.449 1.210 1.758
O -0.953 1.223 1.899
H -1.298 0.483 1.382
C 0.986 -0.208 2.035
O 0.354 -1.154 1.200
C 0.917 -1.579 0.032
C 2.191 -1.286 -0.431
C 2.655 -1.805 -1.638
C 1.881 -2.627 -2.430
C 0.605 -2.926 -1.974
N -0.367 -3.702 -2.551
C -1.478 -3.716 -1.744
C -2.691 -4.363 -1.919
C -3.650 -4.206 -0.936
C -3.408 -3.429 0.195
C -2.200 -2.783 0.375
C -1.222 -2.922 -0.601
C 0.113 -2.416 -0.754
H -2.009 -2.190 1.256
H -4.181 -3.334 0.943
H -4.605 -4.698 -1.044
H -2.880 -4.968 -2.793
H -0.278 -4.188 -3.426
H 2.251 -3.020 -3.364
H 3.654 -1.548 -1.956
H 2.851 -0.644 0.130
H 2.075 -0.235 1.955
H 0.702 -0.493 3.053
H 0.836 1.882 2.532
H 0.517 1.025 -0.398
H 1.955 1.785 0.311
C 1.090 5.314 -0.227
H 1.488 6.183 0.292
H 1.806 4.989 -0.976
H 0.170 5.597 -0.732
H 1.764 3.898 1.237
```

Values from the calculation:
energy relative to the best compared isomer or geometry (same formula, charge and spin)	1.701	eV
HOMO level	-7.83	eV
total energy	-959.107698	Ha
strongest force on any atom	0.8	eV Å⁻¹
Kohn-Sham gap	8.6642	eV
spin multiplicity	1
SMILES string	CC(C)NC[C@@H](O)COc1cccc2[nH]c3ccccc3c12